No. 1
16
Properties=species:S:1:pos:R:3:forces:R:3:lowdin_charge:R:1 method="wB97M-V/def2-TZVPD" molar_mass_da=244.1 smiles="CS(=O)(=O)N1C=CS[C@H]1Br" orbital_gap_ev=9.23
C 1.974 -1.397 0.329 -0.7618 -2.4471 -2.3196 -0.11
S 0.217 -1.222 0.094 0.8942 -2.4293 -0.4862 0.54
O -0.027 -1.515 -1.288 -0.1610 0.3815 -0.3151 -0.34
O -0.393 -2.110 1.062 0.1133 1.6530 0.0716 -0.33
N -0.046 0.420 0.389 -3.5378 -0.7295 0.8694 -0.21
C 0.102 1.238 -0.757 0.6716 0.6553 -0.9151 -0.26
C -0.689 2.305 -0.818 -0.3122 -2.4788 2.3264 -0.37
S -1.924 2.356 0.478 0.4417 -0.1918 -0.6725 0.88
C -1.696 0.617 0.853 2.7047 0.3762 -4.6133 -0.80
Br -2.911 -0.669 -0.107 0.3433 1.0539 0.4753 0.66
H 2.113 -2.330 0.845 -0.1492 -0.3356 0.4322 0.07
H 2.520 -1.519 -0.621 -0.5502 0.4679 0.2125 0.09
H 2.322 -0.636 0.877 1.4671 2.8834 2.0923 0.01
H 0.861 1.057 -1.580 -0.9136 -0.1423 1.5137 0.15
H -0.617 2.947 -1.596 -0.1865 2.1934 -1.9866 0.03
H -1.806 0.457 1.839 -0.0636 -0.9100 3.3150 -0.01

=====

No. 2
14
Properties=species:S:1:pos:R:3:forces:R:3:lowdin_charge:R:1 method="wB97M-V/def2-TZVPD" molar_mass_da=82.1 total_charge=+1 orbital_gap_ev=9.76
C -0.707 2.839 -0.205 1.0391 -1.0653 -0.4439 0.21
C -0.268 1.722 -0.214 -0.2884 0.2152 0.3819 -0.06
C 0.944 -0.459 -0.976 0.2522 0.1886 -5.0759 -0.10
C 1.414 -0.256 0.339 1.2154 0.3400 2.6365 -0.08
C 0.150 0.397 -0.106 -2.1755 -0.6995 0.7299 -0.24
N -1.342 -0.564 0.506 2.2293 -1.4384 -0.6215 0.22
H -0.823 3.829 -0.485 -0.6970 1.4571 0.0320 0.05
H 1.505 0.158 -1.833 -1.4446 -1.8220 1.7838 0.20
H 0.520 -1.431 -1.229 0.1804 0.3035 -0.3928 0.13
H 1.492 -1.013 1.108 -0.5210 -0.2875 -0.0576 0.13
H 2.294 0.345 0.388 0.2035 0.8942 0.4295 0.13
H -0.692 -1.242 0.919 -0.6265 -0.1092 0.3626 0.11
H -1.985 -1.181 -0.074 0.8588 1.6202 0.3304 0.17
H -1.823 -0.131 1.286 -0.2258 0.4030 -0.0949 0.13

=====

No. 3
72
Properties=species:S:1:pos:R:3:forces:R:3:lowdin_charge:R:1 method="wB97M-V/def2-TZVPD" molar_mass_da=846.4 total_charge=+2 orbital_gap_ev="4.63 / 4.60"
W 0.435 0.231 1.089 0.6274 0.0586 1.1165 1.45
C 0.557 3.586 2.069 0.5976 0.7432 -0.2098 -0.04
O -0.115 2.327 2.176 -0.2710 -0.9444 -0.5079 -0.24
C -1.486 2.418 2.416 -0.7235 -0.8716 -0.0778 -0.20
C -2.185 3.535 2.828 0.2258 0.0099 -0.0011 0.01
C -3.556 3.426 3.041 0.2393 -0.1027 -0.0711 -0.03
C -4.234 2.238 2.801 0.0380 0.0256 -0.1273 -0.04
C -3.557 1.125 2.343 0.4598 -0.2087 -0.0297 0.03
C -2.171 1.202 2.176 -0.2764 1.4708 0.5067 -0.19
N -1.311 0.201 1.846 -0.3828 -0.3673 0.2900 -0.17
N -1.476 -0.811 0.983 0.9336 1.4631 -1.1441 -0.03
C -1.137 -2.093 1.432 1.2337 -1.8859 1.8219 -0.25
C -0.047 -2.240 2.350 -2.2355 -1.5843 -1.2017 -0.39
O 0.763 -1.228 2.506 0.6317 2.0882 -1.4079 -0.20
C 0.164 -3.491 2.972 0.0653 0.2781 -0.1087 0.02
C -0.552 -4.581 2.567 -0.1226 0.1881 -0.1453 0.01
C -1.543 -4.495 1.553 0.1534 0.3529 0.0463 -0.15
C -2.230 -5.628 1.088 -0.4043 -0.0707 -0.4632 -0.01
C -3.188 -5.522 0.104 0.3424 -0.3675 0.4520 -0.05
C -3.518 -4.274 -0.428 0.2003 0.4375 0.0375 -0.06
C -2.871 -3.144 0.010 -0.1115 -0.1987 -0.1188 -0.05
C -1.859 -3.228 0.987 -0.1002 0.0566 0.2420 -0.12
H 0.617 4.060 3.051 -0.0489 -0.0961 -0.1098 0.12
H 0.028 4.228 1.358 -0.0284 -0.0897 0.1269 0.11
H 1.561 3.396 1.691 -0.2157 -0.0148 0.1114 0.08
H -1.696 4.481 2.984 0.0744 0.1216 0.0900 0.12
H -4.093 4.290 3.391 -0.0954 0.1428 0.0389 0.12
H -5.299 2.190 2.964 -0.0811 -0.0280 -0.0097 0.12
H -4.071 0.200 2.131 -0.0144 -0.1227 0.0519 0.13
H 0.939 -3.564 3.718 0.1111 -0.0535 0.0799 0.13
H -0.343 -5.545 3.005 -0.0042 -0.1240 0.0744 0.13
H -1.991 -6.592 1.506 0.0358 -0.1543 0.0860 0.12
H -3.696 -6.405 -0.251 -0.0493 -0.0963 -0.0065 0.11
H -4.282 -4.207 -1.185 -0.1356 0.0552 -0.0921 0.11
H -3.125 -2.173 -0.385 -0.1645 0.1185 -0.0367 0.09
I 1.492 -1.669 -0.738 0.7335 0.9427 0.3734 1.29
C 3.343 -0.471 -0.861 -0.7536 -0.5184 0.0510 -0.46
C 4.298 -0.825 -1.766 -0.3613 -0.0226 0.0950 -0.11
C 5.513 -0.122 -1.747 0.0693 0.1005 0.0407 -0.04
C 5.733 0.846 -0.807 -0.0506 -0.1115 -0.0494 0.01
C 4.762 1.146 0.171 -0.5356 -0.3078 -0.0621 -0.15
C 5.053 1.997 1.258 -0.2062 0.0637 0.2474 0.02
C 4.179 2.110 2.305 0.1859 0.0002 0.0070 -0.04
C 2.919 1.493 2.242 -0.3163 -0.0945 0.0536 -0.12
C 2.489 0.761 1.140 0.0210 0.2701 0.2121 -0.32
C 3.488 0.501 0.143 0.1357 -0.1703 -0.1767 -0.25
H 4.144 -1.631 -2.464 0.0033 -0.0789 -0.1083 0.11
H 6.275 -0.393 -2.458 0.1405 0.0349 -0.1065 0.12
H 6.679 1.361 -0.760 0.1525 0.0567 -0.0331 0.13
H 6.002 2.509 1.266 0.1557 0.0677 0.0922 0.13
H 4.454 2.673 3.185 0.0046 0.0754 0.0371 0.12
H 2.258 1.583 3.105 0.1017 0.1494 -0.1313 0.11
C 0.748 3.181 -4.014 0.0963 -0.2537 0.0724 -0.06
C 1.223 1.819 -3.524 0.3758 0.5765 -0.0921 -0.25
N 0.119 0.905 -3.287 -0.2478 -0.3685 -0.0931 0.04
C -0.516 0.751 -2.145 -0.5191 -0.6321 0.0305 -0.75
S -0.130 1.777 -0.791 0.0248 -0.4430 0.6639 0.76
N -1.441 -0.191 -1.988 0.0743 0.3008 -0.0049 0.00
C -1.704 -1.254 -2.954 -0.1471 -0.0187 -0.3193 -0.23
C -2.649 -0.845 -4.077 0.0941 -0.1344 0.1314 -0.05
H 1.609 3.809 -4.217 0.0884 0.1181 -0.0521 0.09
H 0.135 3.668 -3.263 -0.1108 0.1017 0.1174 0.07
H 0.169 3.086 -4.928 -0.0609 0.0160 -0.1310 0.08
H 1.781 1.924 -2.589 0.0197 -0.1132 -0.2098 0.09
H 1.870 1.357 -4.272 0.0048 -0.0428 0.1286 0.13
H -0.224 0.398 -4.095 -0.0189 0.0184 0.1563 0.15
H -1.949 -0.214 -1.106 0.3513 0.0465 -0.1341 0.10
H -2.130 -2.092 -2.402 0.0997 0.0451 0.0352 0.10
H -0.745 -1.591 -3.356 0.0180 -0.0235 0.0235 0.11
H -3.629 -0.587 -3.690 -0.1175 0.0544 0.0711 0.09
H -2.764 -1.684 -4.756 -0.0504 -0.0723 -0.1362 0.09
H -2.282 0.003 -4.647 0.0409 0.1377 -0.1025 0.07

=====

No. 4
13
Properties=species:S:1:pos:R:3:forces:R:3:lowdin_charge:R:1 method="wB97M-V/def2-TZVPD" molar_mass_da=81.1 smiles=C1[C@@H]2[C@H]1[C@@H]1N[C@H]21 orbital_gap_ev=9.24
C -1.429 0.096 0.020 -0.2598 0.1824 0.1336 -0.11
C -0.262 0.708 -0.645 0.1144 0.7137 -0.0530 -0.17
C -0.435 -0.879 -0.480 0.1887 0.7243 0.1196 -0.12
C 0.872 -0.900 0.361 0.2210 -0.1502 -0.3000 -0.21
N 1.003 0.119 1.392 -0.0324 0.0006 0.3239 0.06
C 1.100 0.524 0.027 0.4417 0.5687 0.1744 -0.25
H -2.366 0.104 -0.521 0.0072 0.3341 0.0250 0.11
H -1.527 0.291 1.080 -0.2436 -0.5271 0.0669 0.10
H -0.400 1.211 -1.599 0.2553 -0.3142 0.1026 0.13
H -0.285 -0.914 -1.539 -0.5265 -1.8141 -0.5406 0.12
H 1.569 -1.730 0.427 -0.2681 0.1344 -0.1912 0.13
H 0.153 0.424 1.859 0.1054 -0.1338 -0.0738 0.09
H 2.007 0.946 -0.382 -0.0033 0.2813 0.2127 0.13

=====

No. 5
22
Properties=species:S:1:pos:R:3:forces:R:3:lowdin_charge:R:1 method="wB97M-V/def2-TZVPD" molar_mass_da=105.2 smiles=CCNC(C)C.O orbital_gap_ev=8.92
C -1.814 -0.687 -1.452 -1.2365 -0.7688 -0.6031 -0.16
C -0.874 0.080 -0.508 -0.5986 0.6577 0.2506 -0.35
N -0.282 -0.813 0.491 -1.0639 -2.8566 -1.7120 -0.07
C 0.953 -0.784 1.323 0.2085 1.6144 -0.6479 -0.48
C 1.818 0.455 1.175 1.8630 -0.7932 2.2823 -0.05
C 1.776 -2.033 1.291 2.0938 -1.5675 -1.5072 -0.10
H -2.896 -1.006 -0.972 3.0695 0.4013 -0.8634 0.12
H -1.162 -1.584 -1.818 -1.8059 1.3334 0.1264 0.09
H -2.153 0.037 -2.294 0.8905 -1.4332 1.0904 0.08
H -0.059 0.536 -1.163 -1.2474 0.0644 0.9126 0.12
H -1.663 0.822 -0.050 2.1721 -0.4648 -0.4161 0.12
H -0.555 -1.828 0.299 0.5030 2.1076 0.3276 0.12
H 0.426 -0.644 2.191 -0.0828 -0.4914 3.2090 0.09
H 2.934 0.149 1.053 -1.9258 1.0962 0.6121 0.12
H 1.483 0.810 0.318 -0.6590 1.9050 -4.6413 -0.02
H 1.538 1.341 1.816 0.9009 -1.3288 0.1796 0.10
H 2.766 -2.060 1.947 -2.6043 0.1553 -0.8128 0.12
H 1.051 -2.824 1.469 0.5386 -0.6644 0.5823 0.06
H 2.222 -2.325 0.237 -1.0232 1.0476 1.6227 0.11
O -1.763 4.222 -2.109 0.5647 1.1144 -0.4856 -0.06
H -2.176 3.386 -1.928 -0.1533 -0.2311 0.7464 0.01
H -1.570 4.752 -1.317 -0.4040 -0.8974 -0.2525 0.05

=====

No. 6
13
Properties=species:S:1:pos:R:3:forces:R:3:lowdin_charge:R:1 method="wB97M-V/def2-TZVPD" molar_mass_da=111.5 smiles=C[C@@H](N)[C@@H](F)Cl orbital_gap_ev=10.63
C 1.876 -0.654 -0.598 -3.0791 1.5200 -5.1082 -0.04
C 0.697 0.580 -0.610 0.2791 -1.1190 2.6456 -0.39
N 0.386 1.272 -1.861 0.1154 -3.0987 -2.0511 0.01
C -0.610 0.382 0.303 1.7771 2.4799 1.6866 -0.76
F -1.651 0.030 -0.408 -1.7954 -0.7178 -1.2092 -0.02
Cl -0.374 -0.757 1.636 0.2477 -0.5522 0.1508 0.63
H 2.479 -0.780 0.212 0.8587 0.0178 2.8913 0.01
H 2.623 -0.351 -1.401 -1.0743 -0.2458 0.6304 0.08
H 1.428 -1.625 -0.927 0.3482 0.7607 0.3931 0.07
H 1.151 1.289 0.022 1.0909 1.1066 0.7009 0.08
H 0.577 0.460 -2.559 -0.6786 2.1993 0.8325 0.11
H -0.633 1.485 -1.982 1.2002 -0.4530 0.4239 0.08
H -0.886 1.372 0.938 0.7099 -1.8978 -1.9865 0.14